Model a:
23
Properties=species:S:1:pos:R:3 method="wB97M-V/def2-TZVPD" lumo_ev="3.25 / 3.17" gap_ev="2.307 / 6.882" spin_multiplicity=2 charge=-1
C -2.760 -0.321 -0.433
C -1.062 -1.357 -1.921
N -1.520 -0.929 -0.818
H -2.408 0.617 0.088
H -3.211 -1.041 0.282
H -3.564 -0.090 -1.142
H -0.060 -1.719 -1.891
H -1.566 -1.423 -2.932
H -1.502 -1.965 2.181
H -0.879 -2.048 0.772
O -0.635 -2.294 1.668
H 0.689 0.489 -2.158
H 0.995 2.026 -1.881
O 0.274 1.387 -2.031
H -0.005 0.452 2.550
H 0.691 -0.916 2.797
O 0.793 0.031 2.977
H 3.273 1.931 -1.677
H 2.425 1.868 -0.282
O 2.536 2.302 -1.134
H 1.934 0.577 1.799
H 3.034 1.425 1.917
O 2.526 1.000 1.270

Model b:
23
Properties=species:S:1:pos:R:3 method="wB97M-V/def2-TZVPD" lumo_ev="3.47 / 3.51" gap_ev="2.684 / 10.260" spin_multiplicity=2 charge=-1
C -1.856 -0.336 1.416
C -0.807 1.376 2.641
N -1.264 0.991 1.513
H -2.029 -0.758 2.349
H -1.054 -1.039 1.021
H -2.793 -0.258 0.675
H -0.503 2.465 2.685
H -1.065 0.903 3.485
H -1.474 3.488 0.526
H -0.083 3.378 0.753
O -0.698 4.026 0.733
H 1.250 -3.593 -0.601
H 0.426 -2.247 -0.457
O 0.443 -3.135 -0.137
H 0.602 1.876 -1.415
H -0.392 0.670 -0.893
O 0.136 0.986 -1.598
H 3.502 -1.156 -1.208
H 2.025 -1.765 -1.342
O 2.684 -1.380 -0.712
H 0.730 -2.188 -3.436
H 0.831 -0.749 -2.950
O 1.392 -1.559 -3.048

Ranked by calculated energy, most stable first: model a, model b.

Model a:
37
Properties=species:S:1:pos:R:3 method="wB97M-V/def2-TZVPD" lumo_ev=0.46 gap_ev=8.365 smiles="O=C(O)CSC(=S)N1C[C@H]2C[C@@H](C1)c1cccc(=O)n1C2" charge=0
O -3.425 -0.952 0.546
C -3.871 0.020 0.006
O -4.961 0.001 -0.766
H -5.307 -0.902 -0.846
C -3.311 1.417 0.094
H -3.067 1.788 -0.912
H -4.035 2.085 0.560
S -1.789 1.437 1.057
C -0.568 1.757 -0.207
N 0.700 1.762 0.221
C 1.809 1.934 -0.692
H 1.428 2.291 -1.650
H 2.480 2.694 -0.274
C 2.576 0.618 -0.876
C 3.069 0.115 0.477
C 1.838 -0.062 1.359
C 0.861 -1.031 0.743
C 0.002 -1.737 1.533
C -0.958 -2.580 0.943
C -1.018 -2.693 -0.406
C -0.120 -1.979 -1.264
O -0.087 -2.050 -2.482
N 0.799 -1.137 -0.606
C 1.711 -0.461 -1.517
H 1.103 -0.048 -2.328
H 2.348 -1.232 -1.968
H -1.739 -3.325 -0.897
H -1.645 -3.123 1.573
H 0.053 -1.633 2.604
H 2.118 -0.423 2.352
C 1.130 1.300 1.517
H 0.276 1.208 2.186
H 1.828 2.035 1.933
H 3.759 0.830 0.930
H 3.591 -0.836 0.361
H 3.419 0.815 -1.544
S -0.998 2.097 -1.759

Model b:
37
Properties=species:S:1:pos:R:3 method="wB97M-V/def2-TZVPD" lumo_ev=0.06 gap_ev=8.727 smiles="Cc1ccc(N(C)S(=O)(=O)c2csc(C(N)=O)c2)cc1C" charge=0
C -1.041 -0.384 5.439
C -0.836 -0.389 3.955
C -0.552 -1.574 3.291
C -0.346 -1.603 1.925
C -0.439 -0.426 1.195
C -0.741 0.761 1.845
C -0.928 0.797 3.219
C -1.235 2.096 3.898
H -0.473 2.326 4.642
H -2.195 2.045 4.411
H -1.267 2.905 3.174
H -0.818 1.667 1.263
N -0.202 -0.456 -0.203
S 0.507 0.907 -0.871
O 1.485 1.410 0.041
O -0.477 1.812 -1.402
C 1.352 0.158 -2.252
C 2.411 -0.687 -2.110
S 2.996 -1.238 -3.618
C 1.802 -0.309 -4.463
C 0.999 0.380 -3.595
H 0.180 1.025 -3.858
C 1.805 -0.395 -5.937
O 2.529 -1.165 -6.531
N 0.938 0.433 -6.566
H 0.390 1.116 -6.077
H 0.927 0.429 -7.573
H 2.864 -0.995 -1.190
C -1.246 -1.014 -1.035
H -1.651 -1.903 -0.556
H -0.814 -1.287 -1.998
H -2.051 -0.290 -1.199
H -0.110 -2.529 1.422
H -0.480 -2.493 3.855
H -0.933 -1.386 5.847
H -0.314 0.268 5.923
H -2.034 -0.012 5.689

Ranked by calculated energy, most stable first: model a, model b.

Model a:
14
Properties=species:S:1:pos:R:3 method="wB97M-V/def2-TZVPD" lumo_ev=-4.23 gap_ev=10.032 charge=+1
C 0.297 -0.441 1.331
C -2.384 -0.619 0.905
C 1.106 0.269 0.355
N 0.378 -1.313 2.111
N -2.359 -0.739 2.077
N 0.285 0.223 -0.921
O -2.204 -0.603 -0.262
O -0.019 -2.145 2.809
H 2.163 -0.222 0.314
H 1.332 1.262 0.572
H -2.246 -0.661 3.110
H -0.766 0.089 -0.819
H 0.690 -0.635 -1.340
H 0.500 0.970 -1.564

Model b:
14
Properties=species:S:1:pos:R:3 method="wB97M-V/def2-TZVPD" lumo_ev="-6.52 / -5.65" gap_ev="8.159 / 7.930" charge=+1
C -0.851 0.300 -2.125
C -0.666 0.263 -0.089
C 0.531 -0.342 0.400
N -1.395 0.997 0.679
N 0.998 -0.204 1.792
N 1.366 -1.027 -0.441
O 0.287 0.434 2.507
O 2.057 -0.705 1.927
H -1.683 0.901 -2.444
H -0.217 -0.359 -2.633
H -2.190 1.437 0.421
H -1.380 0.952 1.737
H 0.895 -1.152 -1.300
H 2.248 -1.495 -0.429

Ranked by calculated energy, most stable first: model a, model b.

Model a:
13
Properties=species:S:1:pos:R:3 method="wB97M-V/def2-TZVPD" lumo_ev="0.04 / 0.04" gap_ev="8.146 / 8.143" charge=0
C -2.266 0.295 0.329
C 0.555 1.216 0.396
C 0.540 0.122 1.444
C -1.400 -0.556 -0.401
N -2.648 0.930 1.212
N -0.168 1.278 -0.574
N -1.914 -1.111 -1.519
S -0.202 -1.322 0.554
H 1.338 1.948 0.617
H 1.585 -0.220 1.747
H -0.077 0.399 2.358
H -1.322 -1.692 -2.233
H -2.529 -0.476 -1.990

Model b:
13
Properties=species:S:1:pos:R:3 method="wB97M-V/def2-TZVPD" lumo_ev=0.73 gap_ev=8.623 smiles="[H]/N=C/N1N=CSC1=C" charge=0
C -0.793 -0.894 -1.643
C -0.473 -0.479 -0.420
C -0.105 0.006 1.962
C 1.343 1.185 -0.928
H -0.297 -0.498 -2.511
H -1.600 -1.621 -1.760
H -0.092 0.091 3.038
H 1.991 1.865 -0.353
H 2.000 1.687 -2.606
N 0.697 0.713 1.263
N 0.516 0.471 -0.074
N 1.318 1.068 -2.194
S -1.222 -1.013 1.088

Model c:
13
Properties=species:S:1:pos:R:3 method="wB97M-V/def2-TZVPD" lumo_ev=-0.03 gap_ev=8.827 smiles="[H]/N=C(/C#C)N(N)C=S" charge=0
C -0.543 0.715 -0.501
C 0.433 -1.232 0.616
C -0.839 -1.899 0.468
C -1.902 -2.436 0.335
H 2.016 1.172 -0.561
H 1.504 1.609 0.967
H -1.395 0.033 -0.603
H 2.173 -1.072 1.194
H -2.799 -3.016 0.233
N 1.695 0.808 0.362
N 0.493 0.139 0.122
N 1.409 -1.754 1.215
S -0.598 2.253 -1.164

Ranked by calculated energy, most stable first: model b, model c, model a.

Model a:
20
Properties=species:S:1:pos:R:3 method="wB97M-V/def2-TZVPD" lumo_ev=0.14 gap_ev=9.595 smiles=CNCO.O.O.O charge=0
C -3.193 1.320 -1.822
N -2.120 0.587 -1.162
C -1.209 1.560 -0.534
O -1.752 2.352 0.633
H -2.728 2.152 -2.209
H -3.636 0.670 -2.609
H -3.985 1.525 -1.161
H -2.623 -0.070 -0.625
H -0.982 2.281 -1.338
H -0.239 0.945 -0.149
H -2.206 1.861 1.313
H 2.847 -3.318 1.164
H 4.286 -2.671 1.274
O 3.723 -3.418 1.648
H 0.630 -0.468 1.779
H 1.784 0.232 2.322
O 1.532 -0.238 1.511
H 1.977 -0.601 -1.232
H 1.920 -1.243 0.123
O 2.022 -1.533 -0.840

Model b:
20
Properties=species:S:1:pos:R:3 method="wB97M-V/def2-TZVPD" lumo_ev=0.64 gap_ev=9.391 smiles="C=CN.O.O.O.O" charge=0
C 0.654 -1.578 0.429
C 0.541 -0.350 0.963
N -0.646 0.257 1.347
H -0.266 -2.118 0.226
H 1.604 -2.090 0.468
H 1.437 0.225 1.205
H -0.377 0.912 2.067
H -1.342 0.748 0.817
H -4.801 1.204 1.249
H -3.951 -0.011 1.427
O -4.002 0.907 1.691
H 2.797 0.072 -0.393
H 4.270 0.128 -0.022
O 3.482 0.686 -0.117
H 0.890 -0.635 -1.545
H 1.596 -1.110 -2.823
O 1.675 -0.467 -2.113
H -1.365 1.321 -2.324
H -0.838 1.199 -0.952
O -1.357 0.701 -1.602

Ranked by calculated energy, most stable first: model b, model a.

Model a:
20
Properties=species:S:1:pos:R:3 method="wB97M-V/def2-TZVPD" lumo_ev=0.16 gap_ev=9.668 smiles="C=NC.O.O.O.O" charge=0
C -3.692 -1.131 0.126
C -2.334 0.783 0.277
N -2.417 -0.459 0.429
H -4.507 -0.809 0.775
H -3.912 -0.880 -0.903
H -3.534 -2.197 0.270
H -1.383 1.243 0.024
H -3.202 1.399 0.009
H 1.047 -2.166 -2.082
H 1.011 -1.723 -3.524
O 0.451 -1.779 -2.742
H 3.400 -0.842 -1.310
H 2.832 -0.990 0.054
O 2.745 -1.365 -0.830
H 4.841 2.813 1.514
H 4.009 2.215 0.438
O 4.911 2.192 0.780
H 0.350 0.834 1.747
H -0.630 1.764 2.335
O 0.013 1.100 2.610

Model b:
20
Properties=species:S:1:pos:R:3 method="wB97M-V/def2-TZVPD" lumo_ev=0.72 gap_ev=10.587 smiles=NCCO.O.O.O charge=0
C 1.945 1.379 -0.429
O 2.615 0.225 -1.036
C 0.421 1.226 -0.393
N -0.015 0.812 0.956
H 2.269 1.515 0.616
H 2.145 2.241 -1.057
H 3.246 -0.147 -0.402
H -0.099 2.152 -0.650
H -0.008 0.538 -1.044
H -1.042 0.669 0.820
H 0.105 1.627 1.523
H -1.198 -2.333 -1.571
H -1.065 -1.946 -0.051
O -1.738 -2.160 -0.801
H 0.698 -2.623 1.624
H 0.360 -1.142 1.338
O 0.393 -2.062 0.919
H -3.617 0.163 0.392
H -2.530 -0.519 -0.538
O -2.884 0.383 -0.214

Model c:
20
Properties=species:S:1:pos:R:3 method="wB97M-V/def2-TZVPD" lumo_ev=0.41 gap_ev=9.418 smiles=CNCO.O.O.O charge=0
C -1.995 -1.157 -0.640
N -1.176 -0.737 -1.755
C -0.668 0.629 -1.975
O -1.482 1.695 -1.335
H -3.119 -1.296 -0.982
H -2.018 -0.491 0.291
H -1.702 -2.093 -0.160
H -1.622 -1.226 -2.517
H 0.349 0.658 -1.562
H -0.662 0.849 -3.046
H -2.231 1.900 -1.970
H 3.252 0.410 1.215
H 3.344 -1.119 1.431
O 3.174 -0.467 0.775
H -0.650 2.843 0.914
H -0.213 3.879 0.025
O -0.211 3.707 0.972
H 1.884 -3.377 2.265
H 0.942 -3.508 3.346
O 1.852 -3.573 3.179

Ranked by calculated energy, most stable first: model b, model c, model a.

Model a:
59
Properties=species:S:1:pos:R:3 method="wB97M-V/def2-TZVPD" lumo_ev="0.24 / -0.51" gap_ev="2.661 / 5.313" spin_multiplicity=6 charge=-1
Ir -0.051 0.934 -0.501
C -0.449 -1.501 4.708
C 0.504 -0.500 4.856
C 0.833 0.344 3.810
C 0.211 0.208 2.557
C -0.756 -0.795 2.423
C -1.078 -1.632 3.477
N 0.546 1.029 1.480
N 1.445 1.985 1.791
C 1.739 2.788 0.744
C 2.612 3.877 0.912
C 2.821 4.753 -0.133
C 2.139 4.584 -1.340
C 1.293 3.493 -1.518
C 1.125 2.546 -0.513
H -0.702 -2.154 5.533
H 1.003 -0.368 5.810
H 1.572 1.118 3.942
H -1.282 -0.898 1.489
H -1.839 -2.390 3.332
H 3.093 4.018 1.872
H 3.489 5.596 -0.004
H 2.262 5.306 -2.138
H 0.727 3.407 -2.439
Se 3.429 -0.487 -4.851
Sb 2.571 1.356 -3.452
Se 0.283 0.437 -2.874
Se 4.119 1.037 -1.375
Se 5.403 2.835 -1.725
Se -1.275 -6.790 -2.057
N -2.326 -5.353 -1.920
C -1.572 -4.364 -1.529
C -2.072 -3.013 -1.304
C -3.416 -2.677 -1.460
C -3.807 -1.381 -1.217
C -2.847 -0.446 -0.847
N -1.561 -0.751 -0.711
C -1.170 -2.021 -0.918
C 0.244 -2.340 -0.673
N 1.017 -1.345 -0.235
C 2.283 -1.583 0.050
C 2.872 -2.832 -0.136
C 2.091 -3.866 -0.605
C 0.742 -3.630 -0.866
C -0.172 -4.671 -1.319
N 0.187 -5.904 -1.543
H -4.121 -3.440 -1.761
H -4.837 -1.068 -1.312
H -3.103 0.583 -0.653
H 2.844 -0.744 0.448
H 3.919 -2.974 0.088
H 2.496 -4.856 -0.764
F -2.426 4.682 -1.796
Te -3.243 3.459 -0.641
F -3.005 4.640 0.791
F -4.388 2.399 0.429
F -4.794 4.457 -0.962
F -3.820 2.454 -2.132
O -1.800 2.454 -0.321

Model b:
59
Properties=species:S:1:pos:R:3 method="wB97M-V/def2-TZVPD" lumo_ev="0.57 / -0.11" gap_ev="4.825 / 5.265" spin_multiplicity=6 charge=-1
Ir 0.673 0.972 0.235
C -4.312 -1.757 -0.539
C -3.257 -1.294 -1.314
C -2.228 -0.574 -0.739
C -2.222 -0.308 0.637
C -3.290 -0.781 1.415
C -4.319 -1.492 0.826
N -1.171 0.416 1.190
N -1.487 0.916 2.414
C -0.520 1.125 3.316
C -0.959 1.655 4.567
C -0.099 1.815 5.610
C 1.276 1.491 5.479
C 1.759 1.041 4.288
C 0.896 0.860 3.176
H -5.131 -2.298 -0.995
H -3.245 -1.478 -2.381
H -1.442 -0.171 -1.357
H -3.295 -0.566 2.472
H -5.140 -1.841 1.439
H -2.011 1.892 4.656
H -0.471 2.184 6.558
H 1.941 1.614 6.323
H 2.803 0.807 4.132
Se -1.665 6.196 0.921
Sb -1.701 3.792 1.569
Se 0.702 3.309 0.999
Se -2.880 2.904 -0.599
Se -4.897 2.411 0.234
Se 1.712 -2.330 -6.570
N 1.629 -2.977 -4.908
C 1.369 -1.973 -4.118
C 1.215 -2.096 -2.669
C 1.242 -3.313 -1.992
C 1.021 -3.317 -0.635
C 0.836 -2.109 0.030
N 0.862 -0.940 -0.602
C 1.005 -0.936 -1.941
C 0.820 0.363 -2.585
N 0.510 1.397 -1.762
C 0.223 2.578 -2.316
C 0.251 2.781 -3.691
C 0.592 1.743 -4.530
C 0.879 0.502 -3.965
C 1.212 -0.682 -4.759
N 1.354 -0.657 -6.054
H 1.425 -4.225 -2.542
H 1.028 -4.228 -0.057
H 0.652 -2.082 1.095
H -0.009 3.373 -1.622
H 0.008 3.761 -4.076
H 0.634 1.861 -5.603
F 3.082 -3.329 1.547
Te 3.548 -1.401 1.403
F 3.341 -1.522 3.335
F 4.446 0.322 1.725
F 5.288 -2.008 1.753
F 4.090 -1.886 -0.479
O 1.425 0.489 2.056

Ranked by calculated energy, most stable first: model b, model a.

Model a:
16
Properties=species:S:1:pos:R:3 method="wB97M-V/def2-TZVPD" lumo_ev=-0.11 gap_ev=8.180 charge=0
C 1.080 -1.126 -0.505
C 1.283 0.119 -0.933
C -1.239 -0.863 0.142
C 0.474 0.284 1.235
C 0.066 -1.037 0.647
C 0.354 1.049 -0.042
C -1.041 0.923 -0.623
S -2.511 -1.766 0.077
Cl -2.123 2.162 -0.006
H 1.119 -2.042 -1.083
H 1.870 0.544 -1.768
H -0.329 0.490 1.892
H 1.487 0.345 1.506
H -0.045 -1.874 1.297
H 0.688 2.048 -0.040
H -1.133 0.744 -1.796

Model b:
16
Properties=species:S:1:pos:R:3 method="wB97M-V/def2-TZVPD" lumo_ev=0.82 gap_ev=9.246 smiles="CC1=C[C@H]2CC2=C(Cl)S1" charge=0
C 1.055 0.150 0.167
C -1.180 1.098 0.474
C 0.546 -1.081 0.072
C -1.945 0.034 0.226
C -0.498 2.277 -0.053
C 0.218 1.259 0.747
C 1.246 -2.311 -0.472
S -1.080 -1.452 0.783
Cl -3.405 -0.043 -0.575
H 1.973 0.359 -0.391
H -0.545 2.429 -1.215
H -0.938 3.280 0.272
H 0.470 1.544 1.790
H 1.835 -2.662 0.258
H 1.937 -1.918 -1.295
H 0.312 -2.961 -0.789

Ranked by calculated energy, most stable first: model a, model b.

Model a:
18
Properties=species:S:1:pos:R:3 method="wB97M-V/def2-TZVPD" lumo_ev=0.57 gap_ev=10.558 charge=0
C -1.908 -0.640 0.232
N -0.469 -0.426 0.094
C -0.090 0.952 0.095
N 0.573 1.298 1.252
N -0.294 1.686 -0.918
H -2.127 -1.705 0.290
H -2.511 -0.131 -0.527
H -2.241 -0.203 1.175
H -0.149 -0.797 -0.805
H 1.223 0.621 1.608
H 0.685 2.275 1.458
H 0.106 2.603 -0.736
H 0.916 -1.955 0.891
H 0.405 -2.649 2.148
O 1.121 -2.679 1.507
H 1.238 1.148 -2.183
H 1.565 -0.127 -2.894
O 1.959 0.727 -2.684

Model b:
18
Properties=species:S:1:pos:R:3 method="wB97M-V/def2-TZVPD" lumo_ev=0.40 gap_ev=9.296 charge=0
C -2.403 -0.001 0.245
N -1.310 -0.874 -0.208
C -0.055 -0.238 -0.070
N 0.985 -1.033 -0.552
N 0.100 0.990 0.239
H -3.136 -0.743 0.556
H -2.749 0.636 -0.568
H -2.034 0.696 0.992
H -0.985 -1.801 -0.080
H 1.835 -0.568 -0.798
H 1.105 -2.009 -0.344
H 1.047 1.181 0.536
H 3.888 -2.662 -0.278
H 3.825 -2.262 -1.699
O 3.516 -1.969 -0.831
H -1.080 3.121 0.302
H -1.541 3.658 1.663
O -1.006 3.879 0.896

Ranked by calculated energy, most stable first: model a, model b.